No. 1
ORCA calculation (wB97M-V/def2-TZVPD) on an isolated molecule of C18H20N6.

Last columns: bonded neighbours and bond lengths (Å).
Cartesian coordinates (Å):
1 N -0.545 4.818 -1.815  C9 1.392, C18 1.391, H43 1.030
2 N 0.434 5.463 -3.881  C9 1.319, C17 1.373
3 N 2.171 4.072 -4.575  C16 1.397, C17 1.287
4 N 2.060 2.447 -2.961  C16 1.301, C22 1.358
5 N -0.163 2.718 -0.702  C13 1.502, C14 1.509, C18 1.400
6 N -1.062 0.079 0.012  C7 1.480, C10 1.467, C15 1.524
7 C -1.505 -1.333 0.008  N6 1.480, C19 1.484, H37 1.092, H41 1.093
8 C -0.078 -5.547 2.214  C12 1.398, C20 1.400, H27 1.076
9 C -0.429 5.674 -2.907  N1 1.392, N2 1.319, H34 1.102
10 C 0.335 0.319 -0.366  N6 1.467, C14 1.526, H26 1.105, H35 1.096
11 C 1.195 -4.226 4.314  C21 1.405, C23 1.405, H31 1.092
12 C 0.004 -4.153 2.168  C8 1.398, C23 1.407, C24 1.432
13 C -1.594 2.492 -0.307  N5 1.502, C15 1.535, H36 1.102, H44 1.081
14 C 0.803 1.742 -0.075  N5 1.509, C10 1.526, H33 1.075, H42 1.087
15 C -2.024 1.059 -0.647  N6 1.524, C13 1.535, H28 1.107, H40 1.078
16 C 2.629 2.858 -4.057  N3 1.397, N4 1.301, H29 1.059
17 C 1.247 4.367 -3.729  N2 1.373, N3 1.287, C22 1.431
18 C 0.160 3.623 -1.720  N1 1.391, N5 1.400, C22 1.389
19 C -0.873 -2.070 1.131  C7 1.484, C24 1.375, H39 1.090
20 C 0.393 -6.294 3.300  C8 1.400, C21 1.419, H32 1.071
21 C 1.024 -5.619 4.378  C11 1.405, C20 1.419, H25 1.095
22 C 1.161 3.419 -2.661  N4 1.358, C17 1.431, C18 1.389
23 C 0.657 -3.506 3.233  C11 1.405, C12 1.407, H30 1.052
24 C -0.600 -3.416 1.099  C12 1.432, C19 1.375, H38 1.094
25 H 1.425 -6.177 5.229  C21 1.095
26 H 0.985 -0.436 0.112  C10 1.105
27 H -0.577 -6.017 1.384  C8 1.076
28 H -3.066 0.895 -0.310  C15 1.107
29 H 3.401 2.264 -4.470  C16 1.059
30 H 0.790 -2.464 3.299  C23 1.052
31 H 1.698 -3.708 5.133  C11 1.092
32 H 0.344 -7.360 3.387  C20 1.071
33 H 1.807 1.852 -0.443  C14 1.075
34 H -1.029 6.598 -2.953  C9 1.102
35 H 0.482 0.156 -1.440  C10 1.096
36 H -2.220 3.203 -0.872  C13 1.102
37 H -1.301 -1.767 -0.974  C7 1.092
38 H -0.889 -3.928 0.176  C24 1.094
39 H -0.774 -1.501 2.056  C19 1.090
40 H -1.946 0.943 -1.717  C15 1.078
41 H -2.583 -1.363 0.181  C7 1.093
42 H 0.798 1.880 1.003  C14 1.087
43 H -0.944 5.245 -0.967  N1 1.030
44 H -1.799 2.701 0.734  C13 1.081

Output
Multiplicity = 1
HOMO-LUMO gap = 8.6 eV
SMILES = C(=C\c1ccccc1)/CN1CCN(c2[nH]cnc3ncnc2-3)CC1

Mulliken atomic charge list, values in e, 4 entries:
1. N -0.120
2. N -0.525
3. N -0.710
4. N -0.542

No. 2
ORCA calculation (wB97M-V/def2-TZVPD) on a cluster of 2 separate species, C18H20NS2 in total.

Last columns: bonded neighbours and bond lengths (Å).
Cartesian coordinates (Å):
1 S -1.458 -3.295 -1.196  C5 1.684, C18 1.833
2 S 1.439 -3.294 -1.195  C5 1.683, C16 1.833
3 N -0.002 2.818 1.270  C8 1.460, C15 1.387, C21 1.383
4 C 2.450 0.988 -0.807  C9 1.395, C13 1.397, H41 1.094
5 C -0.010 -2.705 -0.572  S1 1.684, S2 1.683, H27 1.099
6 C -0.008 -5.763 -1.314  C16 1.528, C18 1.528, H32 1.101, H39 1.096
7 C -2.425 3.009 1.171  C19 1.386, C21 1.407, H25 1.094
8 C 0.070 3.979 2.153  N3 1.460, H28 1.105, H31 1.090, H35 1.099
9 C 3.629 1.639 -0.442  C4 1.395, C20 1.406, H23 1.086
10 C -2.458 0.987 -0.772  C11 1.391, C14 1.392, H26 1.095
11 C -1.259 1.353 -0.168  C10 1.391, C17 1.488, C21 1.408
12 C 2.407 2.997 1.149  C15 1.405, C20 1.388, H24 1.093
13 C 1.248 1.339 -0.190  C4 1.397, C15 1.406, C17 1.491
14 C -3.639 1.622 -0.400  C10 1.392, C19 1.408, H30 1.089
15 C 1.210 2.368 0.769  N3 1.387, C12 1.405, C13 1.406
16 C 1.283 -5.088 -0.854  S2 1.833, C6 1.528, H33 1.098, H34 1.095
17 C -0.014 0.637 -0.558  C11 1.488, C13 1.491, H36 1.136, H37 1.105
18 C -1.301 -5.089 -0.854  S1 1.833, C6 1.528, H29 1.095, H40 1.098
19 C -3.626 2.609 0.605  C7 1.386, C14 1.408, H22 1.094
20 C 3.608 2.621 0.564  C9 1.406, C12 1.388, H38 1.093
21 C -1.224 2.391 0.782  N3 1.383, C7 1.407, C11 1.408
22 H -4.551 3.095 0.925  C19 1.094
23 H 4.567 1.375 -0.922  C9 1.086
24 H 2.389 3.806 1.884  C12 1.093
25 H -2.447 3.822 1.903  C7 1.094
26 H -2.419 0.195 -1.526  C10 1.095
27 H -0.009 -2.032 0.297  C5 1.099
28 H 0.550 4.829 1.635  C8 1.105
29 H -1.435 -5.168 0.230  C18 1.095
30 H -4.577 1.341 -0.876  C14 1.089
31 H -0.920 4.291 2.483  C8 1.090
32 H -0.008 -6.783 -0.899  C6 1.101
33 H 2.179 -5.501 -1.337  C16 1.098
34 H 1.418 -5.166 0.230  C16 1.095
35 H 0.651 3.698 3.044  C8 1.099
36 H -0.022 -0.414 -0.128  C17 1.136
37 H -0.031 0.488 -1.653  C17 1.105
38 H 4.524 3.129 0.878  C20 1.093
39 H -0.009 -5.827 -2.408  C6 1.096
40 H -2.196 -5.503 -1.337  C18 1.098
41 H 2.427 0.201 -1.567  C4 1.094

Output
Total charge = +1
Multiplicity = 1
HOMO-LUMO gap = 3.0 eV

Mulliken atomic charge list, values in e, 4 entries:
1. S 0.050
2. S 0.052
3. N -0.067
4. C -0.657

No. 3
ORCA calculation (wB97M-V/def2-TZVPD) on an isolated molecule of C18H20O6.

Last columns: bonded neighbours and bond lengths (Å).
Cartesian coordinates (Å):
1 O -0.474 2.300 -0.614  C9 1.340, C11 1.420
2 O 0.655 -0.069 -0.359  C17 1.338, C19 1.355
3 O -1.177 -1.805 0.996  C13 1.371, C20 1.407
4 O 1.074 3.299 0.695  C9 1.209
5 O 0.999 -3.565 0.337  C23 1.373, C24 1.409
6 O -1.668 3.079 -3.265  C15 1.418, C22 1.417
7 C -1.204 -2.784 3.217  C10 1.384, C13 1.390, H35 1.078
8 C 2.054 0.499 1.287  C16 1.407, C19 1.375, H32 1.070
9 C 0.601 2.310 0.186  O1 1.340, O4 1.209, C19 1.461
10 C -0.707 -3.707 4.120  C7 1.384, C21 1.381, H38 1.079
11 C -1.043 3.552 -0.968  O1 1.420, C22 1.541, H25 1.095, H30 1.093
12 C 0.854 -4.450 2.477  C21 1.382, C23 1.390, H27 1.079
13 C -0.691 -2.683 1.930  O3 1.371, C7 1.390, C23 1.406
14 C 0.513 2.197 -3.502  C15 1.528, C18 1.528, H34 1.088, H40 1.090
15 C -0.899 2.215 -4.086  O6 1.418, C14 1.528, H29 1.100, H42 1.092
16 C 2.147 -0.889 1.076  C8 1.407, C17 1.371, H44 1.071
17 C 1.273 -1.179 0.060  O2 1.338, C16 1.371, C24 1.495
18 C 0.618 3.605 -2.919  C14 1.528, C22 1.534, H37 1.088, H39 1.091
19 C 1.122 0.960 0.387  O2 1.355, C8 1.375, C9 1.461
20 C -2.056 -0.786 1.406  O3 1.407, H31 1.095, H33 1.095, H36 1.090
21 C 0.321 -4.550 3.748  C10 1.381, C12 1.382, H43 1.079
22 C -0.820 3.877 -2.457  O6 1.417, C11 1.541, C18 1.534, H41 1.098
23 C 0.372 -3.525 1.557  O5 1.373, C12 1.390, C13 1.406
24 C 0.903 -2.486 -0.564  O5 1.409, C17 1.495, H26 1.097, H28 1.096
25 H -0.600 4.334 -0.344  C11 1.095
26 H 1.611 -2.744 -1.362  C24 1.097
27 H 1.663 -5.088 2.160  C12 1.079
28 H -0.101 -2.402 -0.996  C24 1.096
29 H -0.893 2.610 -5.112  C15 1.100
30 H -2.117 3.480 -0.782  C11 1.093
31 H -1.644 -0.214 2.244  C20 1.095
32 H 2.584 1.092 2.003  C8 1.070
33 H -3.037 -1.186 1.682  C20 1.095
34 H 1.268 1.992 -4.257  C14 1.088
35 H -2.016 -2.141 3.520  C7 1.078
36 H -2.162 -0.132 0.542  C20 1.090
37 H 1.331 3.681 -2.101  C18 1.088
38 H -1.132 -3.762 5.111  C10 1.079
39 H 0.899 4.317 -3.696  C18 1.091
40 H 0.581 1.449 -2.713  C14 1.090
41 H -1.107 4.928 -2.596  C22 1.098
42 H -1.377 1.232 -4.089  C15 1.092
43 H 0.715 -5.277 4.441  C21 1.079
44 H 2.767 -1.586 1.602  C16 1.071

Output
Multiplicity = 1
HOMO-LUMO gap = 9.0 eV
SMILES = COc1ccccc1OCc1ccc(C(=O)OC[C@H]2CCCO2)o1

Mulliken atomic charge list, values in e, 4 entries:
1. O -0.140
2. O -0.239
3. O -0.323
4. O -0.646

We obtain F_max values of 0.06543 0.03295 0.02047 Eh/bohr for the records listed above, in that order.